Below is a molecular structure, C8H24BeNO11, with properties calculated with ωB97M-V/def2-TZVPD.

- Frontier orbital gap (alpha / beta): 4.80 / 7.18 eV
- ΔE to the lowest compared entry with this formula, charge and spin: 0.0000 eV
- ⟨S²⟩: 0.751
- Electronic energy: -1216.0163 a.u.
- E_LUMO (alpha / beta): -0.034 / -0.244 eV
- E_HOMO (alpha / beta): -4.83 / -7.42 eV

```
! RIJCOSX wB97M-V def2-TZVPD def2/J DEFGRID3
* xyz 0 2
Be 0.23 -0.14 0.10
N 2.67 -2.57 -0.59
O 2.11 -1.90 0.25
O 3.17 -2.05 -1.58
O 2.62 -3.81 -0.38
C 1.99 0.88 -2.66
C 0.74 1.79 -2.79
O -0.31 1.26 -1.97
O 2.27 0.56 -1.33
H 2.89 1.31 -3.10
H 1.87 0.00 -3.29
H 0.50 1.80 -3.86
H 1.04 2.77 -2.44
H -1.00 1.92 -1.94
H 2.89 -0.17 -1.29
C -0.51 -1.22 3.31
C 0.90 -0.59 3.42
O 1.26 0.30 2.37
O -0.92 -1.58 1.98
H -1.16 -0.46 3.75
H -0.70 -2.10 3.92
H 1.70 -1.31 3.28
H 1.00 0.00 4.33
H 2.12 0.63 2.67
H -1.88 -1.60 2.03
C -0.23 3.09 1.29
C -1.60 2.55 1.04
O -1.64 1.17 1.39
O 0.65 2.40 0.53
H 0.11 2.82 2.29
H -0.14 4.16 1.12
H -1.92 2.76 0.02
H -2.37 3.07 1.61
H -2.58 0.96 1.38
H 1.45 2.92 0.49
C -2.44 -1.86 -1.47
C -1.15 -2.70 -1.43
O -0.10 -1.83 -1.83
O -2.36 -0.63 -0.74
H -3.36 -2.37 -1.20
H -2.60 -1.52 -2.49
H -1.17 -3.68 -1.91
H -0.99 -3.02 -0.40
H 0.00 -1.97 -2.78
H -3.05 -0.07 -1.10
*
```

Below is a molecular structure, C19H28BF4O2Re, with properties calculated with ωB97M-V/def2-TZVPD.

- Frontier orbital gap (alpha / beta): 6.99 / 5.57 eV
- ΔE to the lowest compared entry with this formula, charge and spin: 0.0000 eV
- ⟨S²⟩: 3.769
- Electronic energy: -1393.6538 a.u.
- E_LUMO (alpha / beta): -3.904 / -6.133 eV
- E_HOMO (alpha / beta): -10.89 / -11.71 eV

```
! RIJCOSX wB97M-V def2-TZVPD def2/J DEFGRID3
* xyz 1 4
O 0.44 0.33 -4.71
C 0.32 1.63 -5.36
C 0.10 1.03 -6.75
H 1.25 2.21 -5.26
H -0.54 2.19 -4.97
C 0.29 -0.32 -6.00
H 0.89 1.26 -7.47
H -0.90 1.18 -7.15
C 1.56 -1.06 -6.40
H 2.42 -0.39 -6.38
H 1.45 -1.47 -7.41
H 1.74 -1.89 -5.71
C -0.92 -1.23 -6.05
H -1.83 -0.70 -5.76
H -0.77 -2.09 -5.39
H -1.06 -1.61 -7.08
Re -0.07 -0.60 3.86
C -2.15 -0.74 4.38
C -2.00 0.69 4.57
C -1.98 1.31 3.29
H -2.04 1.22 5.52
C -2.02 0.32 2.30
C -2.02 -0.97 2.94
H -2.22 -1.92 2.45
H -2.46 -1.48 5.11
H -1.99 2.39 3.11
H -2.13 0.47 1.24
C 1.23 -2.04 4.75
C 0.26 -2.65 3.87
C 0.47 -2.11 2.54
H -0.43 -3.44 4.15
C 1.59 -1.20 2.61
C 2.06 -1.18 3.96
H 2.92 -0.62 4.32
H 1.34 -2.26 5.80
H 0.00 -2.43 1.63
H 2.04 -0.69 1.77
O 0.36 0.59 0.64
C 0.03 -0.14 -0.56
C -0.21 0.87 -1.67
H -0.84 -0.79 -0.36
H 0.88 -0.80 -0.81
C 0.65 2.07 -1.24
H -1.27 1.17 -1.66
H 0.05 0.48 -2.66
C 0.60 1.98 0.28
H 0.28 3.02 -1.62
H 1.68 1.91 -1.58
H -0.23 2.59 0.67
H 1.53 2.31 0.78
F 0.56 0.92 5.10
B 0.30 0.70 6.94
F 1.60 0.56 7.31
F -0.34 1.86 7.22
F -0.47 -0.43 6.91
*
```

The highest electronic energy belongs to which entry? C8H24BeNO11